1.
Below is a cluster of 2 separate species, C5H11O3 in total at a distorted geometry, with properties calculated with ωB97M-V/def2-TZVPD.

```
! RIJCOSX wB97M-V def2-TZVPD def2/J DEFGRID3
* xyz -1 1
O 0.34 -1.50 1.14
C -0.31 -0.99 0.20
O -1.50 -0.63 0.22
C 0.49 -0.83 -1.15
C 0.32 0.57 -1.69
C 1.08 1.62 -0.92
C 0.86 3.06 -1.38
H 1.45 -1.16 -0.89
H -0.02 -1.53 -1.81
H 0.63 0.62 -2.76
H -0.71 0.91 -1.81
H 0.81 1.54 0.13
H 2.15 1.34 -0.90
H 1.07 3.15 -2.46
H 1.54 3.72 -0.84
H -0.17 3.35 -1.18
H -1.45 -0.94 2.74
H -0.49 -2.01 2.96
O -1.28 -1.65 3.39
*
```

Output
ΔE to the lowest compared entry with this formula, charge and spin (eV): 0.095
Frontier orbital gap (eV): 8.177
E_HOMO (eV): -4.43
LUMO (eV): 3.74

2.
Below is a cluster of 2 separate species, C5H11O3 in total at a distorted geometry, with properties calculated with ωB97M-V/def2-TZVPD.

```
! RIJCOSX wB97M-V def2-TZVPD def2/J DEFGRID3
* xyz -1 1
C 2.26 -0.07 -1.86
C 2.10 0.12 -0.34
O 1.31 -0.67 0.25
O 2.83 0.98 0.19
H 2.62 -1.10 -1.97
H 3.02 0.60 -2.21
H 1.34 -0.03 -2.45
C -1.84 -0.43 0.66
C -1.23 0.73 1.45
C -3.32 -0.20 0.37
O -1.25 -0.55 -0.63
H -1.73 -1.37 1.21
H -0.22 0.90 1.09
H -3.38 0.80 -0.06
H -3.73 -0.90 -0.32
H -3.91 -0.21 1.29
H -0.28 -0.66 -0.51
H -1.20 0.49 2.51
H -1.79 1.65 1.24
*
```

Output
ΔE to the lowest compared entry with this formula, charge and spin (eV): 0.300
Frontier orbital gap (eV): 8.350
E_HOMO (eV): -4.47
LUMO (eV): 3.88

3.
Below is a structure of composition C5H12BBrILiNO3S, with properties calculated with ωB97M-V/def2-TZVPD.

```
! RIJCOSX wB97M-V def2-TZVPD def2/J DEFGRID3
* xyz 1 1
C -0.09 1.35 -2.35
C -0.27 -0.14 -2.53
O -1.49 -0.66 -2.01
B -2.04 -0.17 -0.87
O -3.16 0.60 -0.97
C -1.43 -0.48 0.58
Br -2.89 -0.83 1.81
O -0.57 -1.58 0.65
C 0.82 -1.34 0.53
C 1.58 -1.54 1.81
N 1.76 -0.40 2.74
S 2.55 0.91 2.14
I 0.14 0.03 3.92
H 0.23 1.60 -1.34
H 0.71 1.68 -3.02
H -0.98 1.90 -2.62
H 0.59 -0.67 -2.12
H -0.28 -0.36 -3.60
H -3.10 1.46 -0.53
H -0.94 0.41 0.98
H 1.19 -2.09 -0.18
H 1.02 -0.37 0.08
H 2.59 -1.88 1.56
H 1.09 -2.33 2.37
H 1.58 1.57 1.41
Li 1.40 3.31 1.56
*
```

Output
ΔE to the lowest compared entry with this formula, charge and spin (eV): 0.000
Frontier orbital gap (eV): 6.937
E_HOMO (eV): -12.16
LUMO (eV): -5.23

4.
Below is a cluster of 2 separate species, C5H12BN in total at a distorted geometry, with properties calculated with ωB97M-V/def2-TZVPD.

```
! RIJCOSX wB97M-V def2-TZVPD def2/J DEFGRID3
* xyz 0 1
B 0.64 -0.73 -0.64
C 1.62 0.48 -1.04
C 2.44 0.90 0.15
C -1.42 1.64 1.03
C -1.24 -2.51 -0.12
C -2.01 0.67 0.36
N -0.20 -1.56 -0.30
H 2.22 0.21 -1.95
H 1.12 1.25 -1.55
H 2.91 -0.04 0.56
H 1.84 1.49 0.85
H -1.03 2.50 0.41
H 3.35 1.54 0.13
H -1.18 1.72 2.09
H -0.78 -3.41 0.18
H -1.91 -2.06 0.64
H -1.76 -2.73 -1.07
H -2.13 0.81 -0.68
H -2.46 -0.18 0.96
*
```

Output
ΔE to the lowest compared entry with this formula, charge and spin (eV): 1.077
Frontier orbital gap (eV): 10.050
E_HOMO (eV): -9.30
Structure (SMILES): CC/B=N/C.C=C
LUMO (eV): 0.75

5.
Below is an isolated molecule of C5H12BNO2, with properties calculated with ωB97M-V/def2-TZVPD.

```
! RIJCOSX wB97M-V def2-TZVPD def2/J DEFGRID3
* xyz 0 1
C -0.80 -2.02 -1.59
C -1.19 -0.55 -1.40
C -0.49 0.10 -0.21
C -0.92 1.58 0.00
B 1.08 0.08 -0.29
C 1.93 0.49 0.99
O 1.37 -0.14 2.16
N 1.08 0.80 3.15
O 0.63 0.30 4.10
H -0.11 -2.17 -2.43
H -0.30 -2.42 -0.71
H -1.67 -2.66 -1.77
H -0.94 0.02 -2.30
H -2.27 -0.46 -1.28
H -0.77 -0.47 0.69
H -1.70 1.83 -0.72
H -0.12 2.30 -0.15
H -1.32 1.74 1.00
H 1.65 -0.17 -1.31
H 2.99 0.23 0.93
H 1.87 1.58 1.14
*
```

Output
ΔE to the lowest compared entry with this formula, charge and spin (eV): 3.964
Frontier orbital gap (eV): 10.597
E_HOMO (eV): -10.32
Structure (SMILES): CC[C@H](C)BCON=O
LUMO (eV): 0.28

6.
Below is a structure of composition C5H12BrClNOP at a distorted geometry, with properties calculated with ωB97M-V/def2-TZVPD.

```
! RIJCOSX wB97M-V def2-TZVPD def2/J DEFGRID3
* xyz 0 1
C -1.91 1.26 -0.96
C -1.14 -1.11 -1.09
C -1.39 0.12 1.15
C 3.03 0.25 1.24
C -0.93 0.21 -0.29
N 0.36 0.78 -0.49
O 1.26 -1.80 1.49
P 1.81 -0.88 0.50
Cl 2.68 -1.95 -0.96
Br 3.66 1.32 -0.22
H -1.83 1.18 -2.00
H -2.98 1.05 -0.58
H -1.43 2.24 -0.86
H -0.56 -1.25 -1.92
H -2.26 -1.27 -1.42
H -0.85 -1.88 -0.33
H -0.61 -0.11 1.71
H -1.70 1.05 1.41
H -2.22 -0.63 1.33
H 2.50 0.83 1.99
H 3.95 -0.05 1.76
H 0.54 0.62 -1.48
*
```

Output
ΔE to the lowest compared entry with this formula, charge and spin (eV): 4.152
Frontier orbital gap (eV): 8.484
E_HOMO (eV): -9.13
LUMO (eV): -0.65

7.
Below is a structure of composition C5H12CaMgO3 at a distorted geometry, with properties calculated with ωB97M-V/def2-TZVPD.

```
! RIJCOSX wB97M-V def2-TZVPD def2/J DEFGRID3
* xyz 0 1
O 2.61 1.19 0.72
Mg 4.49 0.85 0.12
C -1.94 2.13 -1.32
O -0.99 1.46 -0.52
C -1.49 0.81 0.69
C -0.35 0.04 1.28
C -0.19 -1.35 0.72
O 0.72 -1.25 -0.42
C 1.30 -2.44 -0.88
Ca 1.02 0.84 -0.51
H -1.38 2.63 -2.12
H -2.63 1.39 -1.76
H -2.49 2.86 -0.73
H -2.34 0.19 0.36
H -1.86 1.61 1.36
H -0.30 0.09 2.37
H 2.26 1.05 1.77
H -1.10 -1.83 0.32
H 0.27 -2.01 1.47
H 2.31 -2.20 -1.24
H 1.48 -3.17 -0.08
H 0.61 -2.90 -1.60
*
```

Output
ΔE to the lowest compared entry with this formula, charge and spin (eV): 0.657
Frontier orbital gap (eV): 4.914
E_HOMO (eV): -5.13
LUMO (eV): -0.21

8.
Below is a cluster of 2 separate species, C5H12Cl in total at a distorted geometry, with properties calculated with ωB97M-V/def2-TZVPD.

```
! RIJCOSX wB97M-V def2-TZVPD def2/J DEFGRID3
* xyz 0 2
Cl -0.39 2.66 1.38
H 0.76 2.27 1.35
C 2.73 1.73 1.05
C 3.30 2.55 2.09
C 3.33 4.06 1.80
C 2.58 0.30 1.19
C 1.52 -0.39 0.31
H 2.53 2.17 0.06
H 2.77 2.37 3.03
H 4.33 2.19 2.24
H 4.01 4.55 2.45
H 3.61 4.25 0.77
H 2.34 4.52 1.96
H 3.56 -0.14 1.00
H 2.31 0.06 2.24
H 1.51 -1.46 0.46
H 0.52 -0.02 0.43
H 1.79 -0.24 -0.77
*
```

Output
⟨S²⟩: 0.753
ΔE to the lowest compared entry with this formula, charge and spin (eV): 0.128
Frontier orbital gap (spin up / spin down) (eV): 8.847 / 11.676
E_HOMO (spin up / spin down) (eV): -7.72 / -11.44
LUMO (spin up / spin down) (eV): 1.13 / 0.23

9.
Below is a structure of composition C5H12Cl2F6IrOSb at a distorted geometry, with properties calculated with ωB97M-V/def2-TZVPD.

```
! RIJCOSX wB97M-V def2-TZVPD def2/J DEFGRID3
* xyz 3 2
Ir -0.68 0.84 -0.99
Cl -2.98 1.41 -0.55
C -3.46 0.92 -2.22
Cl -1.88 0.40 -2.96
H -3.87 1.77 -2.76
H -4.15 0.07 -2.18
F -0.20 -0.87 -0.43
Sb 0.27 -3.56 0.06
F 1.86 -2.63 0.00
F 0.21 -3.52 -1.77
F 0.72 -5.11 0.87
F -1.55 -3.30 0.06
F 0.11 -2.57 1.81
C 1.63 2.37 -1.28
C 1.95 1.87 0.11
O 0.75 1.17 0.60
C 0.87 0.52 1.87
C -0.30 -0.26 2.27
H 2.50 2.35 -1.95
H 1.22 3.38 -1.31
H 0.89 1.66 -1.77
H 2.20 2.69 0.78
H 2.79 1.18 0.11
H 1.09 1.27 2.66
H 1.79 -0.09 1.87
H -1.25 0.00 1.80
H -0.40 -0.39 3.36
H -0.15 -1.54 1.93
*
```

Output
⟨S²⟩: 1.168
ΔE to the lowest compared entry with this formula, charge and spin (eV): 0.712
Frontier orbital gap (spin up / spin down) (eV): 6.708 / 7.287
E_HOMO (spin up / spin down) (eV): -21.63 / -22.27
LUMO (spin up / spin down) (eV): -14.93 / -14.99

10.
Below is a structure of composition C5H12Cl8NO3Sn at a distorted geometry, with properties calculated with ωB97M-V/def2-TZVPD.

```
! RIJCOSX wB97M-V def2-TZVPD def2/J DEFGRID3
* xyz 1 1
Sn 0.03 2.43 -1.86
O -0.09 0.85 -0.36
H -0.34 -0.06 -0.08
C -0.08 -1.03 -2.33
N 1.35 -0.91 -2.16
O 1.95 0.08 -2.48
O 1.91 -1.95 -1.76
H -0.16 -2.01 -2.81
H -0.39 -0.22 -2.98
H -0.42 -0.94 -1.30
C 2.32 -0.31 0.39
Cl 3.12 1.12 1.10
Cl 1.79 -1.46 1.69
H 1.48 -0.04 -0.25
H 3.11 -0.77 -0.19
C -2.52 0.72 0.22
Cl -3.93 1.67 -0.23
Cl -2.82 -0.24 1.72
H -2.21 -0.02 -0.52
H -1.68 1.36 0.48
C -0.47 -1.68 0.80
Cl -1.79 -2.29 -0.14
Cl -0.47 -2.42 2.42
H 0.40 -1.86 0.18
H -0.60 -0.62 0.99
C 0.10 1.99 1.81
Cl -1.40 2.98 1.79
Cl 1.38 2.72 2.86
H -0.17 0.99 2.15
H 0.60 1.92 0.84
*
```

Output
ΔE to the lowest compared entry with this formula, charge and spin (eV): 2.582
Frontier orbital gap (eV): 5.533
E_HOMO (eV): -12.87
LUMO (eV): -7.34

11.
Below is a structure of composition C5H12ClIrO2Pm at a distorted geometry, with properties calculated with ωB97M-V/def2-TZVPD.

```
! RIJCOSX wB97M-V def2-TZVPD def2/J DEFGRID3
* xyz -1 9
Ir 0.00 0.19 0.54
Cl -1.13 3.83 -2.46
C -1.85 -0.19 -0.23
H -2.16 -1.04 0.43
H -2.01 -0.55 -1.29
H -2.47 0.68 -0.03
Pm 0.09 0.59 -2.18
C 2.37 0.85 -2.89
C -1.12 -0.26 -4.09
C 0.42 -1.28 -0.69
H -1.54 -1.27 -3.95
H -1.92 0.49 -4.24
H -0.42 -0.22 -4.94
H 2.96 0.08 -2.36
H 2.49 0.76 -3.97
H 2.69 1.85 -2.56
H -0.30 -1.93 -1.24
H 1.46 -1.57 -0.94
O 1.97 1.37 3.64
C 1.33 0.79 2.81
O 0.72 1.38 1.77
H 1.17 -0.33 2.83
*
```

Output
⟨S²⟩: 20.028
ΔE to the lowest compared entry with this formula, charge and spin (eV): 3.889
Frontier orbital gap (spin up / spin down) (eV): 5.159 / 3.998
E_HOMO (spin up / spin down) (eV): -2.74 / -4.92
LUMO (spin up / spin down) (eV): 2.42 / -0.92

12.
Below is a cluster of 2 separate species, C5H12ClNOS in total at a distorted geometry, with properties calculated with ωB97M-V/def2-TZVPD.

```
! RIJCOSX wB97M-V def2-TZVPD def2/J DEFGRID3
* xyz 0 1
C 3.44 0.23 -0.17
C -3.55 0.69 0.45
C 2.13 -0.37 -1.00
C 0.95 0.55 -1.01
C 0.00 0.24 0.12
N -0.81 1.11 0.52
O -2.01 -0.80 1.99
S -2.11 0.67 1.69
Cl -2.16 -3.02 0.21
H 4.28 -0.50 -0.08
H 3.97 1.03 -0.76
H 3.24 0.45 0.86
H -4.44 1.09 0.93
H -3.29 1.27 -0.44
H -3.68 -0.32 0.22
H 2.53 -0.75 -1.95
H 1.85 -1.23 -0.43
H 1.41 1.60 -0.84
H 0.25 0.75 -1.84
H 0.03 -0.79 0.49
H -2.02 -1.89 1.04
*
```

Output
ΔE to the lowest compared entry with this formula, charge and spin (eV): 0.726
Frontier orbital gap (eV): 10.487
E_HOMO (eV): -9.92
LUMO (eV): 0.57